Model i:
{
  "formula": "C5H7NS2",
  "method": "ωB97M-V/def2-TZVPD",
  "homo_ev": -7.9,
  "homo_lumo_gap_ev": 8.3813,
  "smiles": "CC1=CN(C=S)SC1",
  "elements": ["C", "C", "C", "N", "C", "S", "S", "C", "H", "H", "H", "H", "H", "H", "H"],
  "coordinates": [[-1.670, -1.480, -0.005], [-0.681, -0.357, -0.001], [0.637, -0.467, -0.004], [1.357, 0.747, -0.008], [2.690, 0.878, 0.008], [3.802, -0.328, 0.000], [0.280, 2.131, 0.000], [-1.195, 1.073, -0.001], [-2.314, -1.442, -0.889], [-2.322, -1.463, 0.893], [-1.182, -2.433, 0.005], [1.229, -1.350, 0.015], [2.986, 1.931, -0.021], [-1.791, 1.280, -0.875], [-1.827, 1.281, 0.883]]
}


Model ii:
{
  "formula": "C5H7NS2",
  "method": "ωB97M-V/def2-TZVPD",
  "homo_ev": [-6.9, -7.2],
  "homo_lumo_gap_ev": [6.8674, 7.2746],
  "elements": ["C", "C", "C", "C", "C", "N", "S", "S", "H", "H", "H", "H", "H", "H", "H"],
  "coordinates": [[1.001, 1.315, 0.088], [0.082, 1.397, 1.022], [-2.535, -0.414, 0.093], [1.459, -0.054, -0.352], [-0.290, 0.189, 1.482], [-2.223, -1.631, -0.248], [-3.743, 0.648, -0.219], [0.554, -1.230, 0.763], [1.645, 2.223, -0.367], [-0.373, 2.263, 1.497], [1.093, -0.137, -1.369], [2.526, -0.221, -0.061], [-0.757, -0.023, 2.465], [-1.249, -1.926, -0.073], [-2.502, -1.891, -1.165]]
}


Most stable to least stable, the ends of the list are model i and model ii.


Model i:
{
  "formula": "ClH2O2PS",
  "method": "ωB97M-V/def2-TZVPD",
  "homo_ev": -10.5,
  "homo_lumo_gap_ev": 9.7142,
  "smiles": "O=P(=S)Cl.O",
  "elements": ["O", "P", "S", "Cl", "O", "H", "H"],
  "coordinates": [[-1.730, -1.670, -4.159], [-1.543, -0.229, -4.066], [-2.683, 1.246, -3.590], [0.279, 0.187, -4.641], [0.573, -0.105, -0.174], [0.863, -0.498, 0.637], [-0.175, -0.415, -0.550]]
}


Model ii:
{
  "formula": "ClH2O2PS",
  "method": "ωB97M-V/def2-TZVPD",
  "homo_ev": -10.0,
  "homo_lumo_gap_ev": 9.7633,
  "smiles": "OP(O)(=S)Cl",
  "elements": ["O", "P", "O", "S", "Cl", "H", "H"],
  "coordinates": [[0.719, 1.257, -0.137], [-0.234, 0.067, -0.401], [-0.164, -0.711, 1.443], [-1.892, 0.433, -1.249], [0.933, -1.183, -1.550], [1.645, 1.039, 0.109], [-1.007, -0.902, 1.785]]
}


Most stable to least stable, the ends of the list are model ii and model i.


Model i:
{
  "formula": "C2H6N4O2",
  "method": "ωB97M-V/def2-TZVPD",
  "homo_ev": [-7.1, -7.1],
  "homo_lumo_gap_ev": [7.9496, 7.9490],
  "elements": ["C", "C", "N", "N", "N", "N", "O", "O", "H", "H", "H", "H", "H", "H"],
  "coordinates": [[1.007, 1.195, -0.237], [-0.358, 1.067, -0.431], [1.742, 0.177, 0.273], [-0.578, -0.450, 1.238], [-1.044, 0.116, 0.221], [1.269, -1.030, 0.317], [-2.187, -0.485, -0.418], [0.525, -1.274, -0.834], [1.595, 2.075, -0.511], [-0.957, 1.724, -1.117], [2.643, 0.255, 0.930], [-1.090, -1.234, 1.449], [-2.879, 0.051, -0.038], [0.313, -2.189, -0.842]]
}


Model ii:
{
  "formula": "C2H6N4O2",
  "method": "ωB97M-V/def2-TZVPD",
  "homo_ev": -8.3,
  "homo_lumo_gap_ev": 8.5993,
  "elements": ["C", "C", "H", "H", "H", "H", "H", "H", "N", "N", "N", "N", "O", "O"],
  "coordinates": [[1.569, -0.897, 0.084], [-1.674, -0.054, -0.007], [-0.012, 0.680, -0.349], [1.684, 2.167, -1.063], [2.083, -1.685, 0.364], [-1.162, -1.140, -1.549], [-1.539, 0.853, 1.965], [-0.162, 0.323, 1.149], [1.350, 1.316, -0.190], [2.117, 0.220, -0.136], [-0.581, -0.563, -0.893], [-1.113, -0.108, 1.292], [0.219, -1.451, -0.103], [-2.778, 0.340, -0.563]]
}


Most stable to least stable, the ends of the list are model i and model ii.


Model i:
{
  "formula": "C2H6N4O2",
  "method": "ωB97M-V/def2-TZVPD",
  "homo_ev": [-9.6, -9.6],
  "homo_lumo_gap_ev": [9.3769, 9.3764],
  "smiles": "[H]/N=C(/N)C(=O)O.[H]/N=N\\[H]",
  "elements": ["H", "N", "C", "N", "C", "O", "O", "H", "H", "H", "H", "N", "N", "H"],
  "coordinates": [[0.171, 0.764, 2.061], [-0.135, -0.186, 1.877], [-0.159, -0.517, 0.652], [-0.616, -1.735, 0.242], [1.089, 0.056, -0.523], [1.696, -0.824, -1.077], [1.771, 1.124, -0.034], [-0.132, -2.154, -0.538], [-0.862, -2.384, 0.975], [1.169, 1.757, 0.384], [-1.522, 0.434, -0.133], [-1.612, 1.406, -0.694], [-0.839, 1.559, -1.570], [-0.020, 0.700, -1.623]]
}


Model ii:
{
  "formula": "C2H6N4O2",
  "method": "ωB97M-V/def2-TZVPD",
  "homo_ev": -8.5,
  "homo_lumo_gap_ev": 9.4321,
  "elements": ["N", "C", "C", "N", "O", "O", "N", "N", "H", "H", "H", "H", "H", "H"],
  "coordinates": [[1.219, -0.154, 0.504], [0.022, 0.456, -0.015], [-0.198, -1.768, -0.217], [0.056, 0.768, -1.367], [2.372, 0.013, -0.281], [-2.012, 1.358, 0.307], [-0.761, 0.956, 0.882], [-0.395, -2.516, 0.680], [2.256, 0.838, -0.792], [-2.526, 1.589, 1.082], [1.436, 0.156, 1.456], [0.337, 0.014, -1.980], [-0.825, 1.157, -1.674], [-0.983, -2.867, 1.413]]
}


Most stable to least stable, the ends of the list are model i and model ii.